Record 1
22
Properties=species:S:1:pos:R:3:forces:R:3:mulliken_spin:R:1 method="wB97M-V/def2-TZVPD" homo_lumo_gap_ev="2.70 / 9.96" homo_ev="1.5 / -5.9" spin_multiplicity=2 total_charge=-1
C 0.61728 -1.66608 1.30472 0.13 -0.27 -1.15 0.403
C -0.10794 -1.42796 -0.03360 -0.42 1.51 1.83 0.297
C -0.05179 0.08766 -0.38075 1.16 0.08 -0.79 -0.616
C 1.35472 0.68875 -0.28555 0.64 0.94 0.37 2.419
C -1.01025 0.99605 0.37295 -1.19 -0.63 1.03 0.417
C -1.38847 2.33626 -0.28534 0.34 -1.31 -0.04 0.762
N 0.35845 -2.34591 -1.06432 -1.12 0.36 0.65 0.092
H 1.67665 -1.60803 1.04279 0.14 -0.41 0.38 -0.045
H 0.47408 -0.87452 2.03823 -0.35 -0.05 0.04 -0.126
H 0.32117 -2.64982 1.66837 0.29 0.01 0.31 -0.190
H -1.18078 -1.54576 0.16607 -0.03 -0.69 -0.30 0.015
H -0.38863 0.15741 -1.42416 0.14 -0.04 -0.13 -0.235
H 1.89209 0.53178 0.65570 -0.50 -0.29 0.22 -0.343
H 2.14798 0.45753 -1.00560 -0.52 -0.33 -0.45 -0.498
H 1.25074 1.78117 -0.27944 0.14 0.01 -0.35 -0.487
H -1.98102 0.48282 0.47961 0.04 -0.24 -0.33 0.025
H -0.74829 1.08407 1.43000 0.49 0.36 -0.07 -0.023
H -0.61917 3.09563 -0.24245 0.10 0.23 0.08 -0.430
H -2.31908 2.66883 0.17350 0.03 0.36 -0.13 0.021
H -1.55961 2.05420 -1.32815 -0.24 0.53 -0.11 -0.135
H 1.36956 -2.34068 -1.12167 -0.02 0.34 -0.41 -0.253
H -0.10769 -1.96337 -1.88090 0.75 -0.47 -0.65 -0.071


Record 2
22
Properties=species:S:1:pos:R:3:forces:R:3:mulliken_spin:R:1 method="wB97M-V/def2-TZVPD" homo_lumo_gap_ev="4.11 / 5.28" homo_ev="-0.1 / -1.3" spin_multiplicity=2 total_charge=-1
C -0.83912 0.05681 -5.03855 0.50 0.57 0.70 0.002
N -0.40895 0.53057 -0.76103 -2.29 1.47 -1.52 0.703
C 0.16736 0.57686 0.44620 2.36 -4.16 -0.10 0.244
C -0.14049 -0.66047 1.44494 0.41 0.60 0.10 0.000
C 1.04813 -1.58549 1.69815 1.21 0.19 0.44 0.111
C -0.88176 -0.22599 2.71270 -0.38 -0.33 -1.15 0.012
C 0.77544 1.77653 1.13237 -1.33 1.87 -0.87 -0.006
H -0.70807 -0.99143 -5.27952 0.05 -0.06 -0.15 0.000
H -1.87119 0.26860 -4.77478 -0.09 0.03 -0.25 -0.002
H -0.25067 0.31512 -4.15354 -0.12 -0.34 0.13 0.002
H -0.45083 0.72549 -5.80640 -0.35 -0.20 -0.35 0.000
H 0.83163 -0.12899 -0.36833 0.39 1.09 1.46 0.009
H -0.78942 -1.30186 0.85459 -0.46 0.28 -0.14 0.048
H 0.75498 -2.57765 2.06613 -0.14 0.02 -0.15 0.007
H 1.65524 -1.68817 0.78888 -0.48 -0.28 -0.16 -0.086
H 1.83064 -1.25035 2.40330 -0.49 0.38 0.20 -0.037
H -0.37730 0.55643 3.27442 0.31 -0.31 0.32 -0.012
H -1.11500 -1.13947 3.26585 -0.09 0.36 0.56 0.001
H -1.80874 0.23191 2.34659 -0.14 -0.10 0.30 -0.002
H 0.08131 2.31443 1.80870 0.03 -0.71 0.62 0.036
H 1.74869 1.63742 1.58225 0.15 -0.04 0.12 0.042
H 0.74813 2.55969 0.35709 0.95 -0.34 -0.11 -0.074


Record 3
22
Properties=species:S:1:pos:R:3:forces:R:3:mulliken_charge:R:1 method="wB97M-V/def2-TZVPD" homo_lumo_gap_ev=9.66 homo_ev=-8.4 smiles=CCN(CC)CC spin_multiplicity=1
C -1.80824 -1.16210 1.34286 0.24 0.26 0.00 -1.103
C -0.33770 -0.76644 1.45701 -0.39 1.05 0.50 -0.526
N 0.08606 -0.02041 0.28474 0.69 -0.18 -1.15 0.238
C 0.25392 -0.87173 -0.90942 -0.38 -0.48 0.40 -0.761
C -0.29338 -0.32073 -2.22937 0.22 0.15 1.03 -1.107
C 1.26941 0.82980 0.49753 -0.63 -0.24 0.79 -0.716
C 1.05413 2.21725 -0.07331 -0.23 0.13 0.12 -1.063
H -1.98584 -1.39010 0.31138 -0.35 -0.54 -0.55 0.287
H -2.12515 -1.98857 1.97346 0.18 -0.11 0.04 0.338
H -2.45238 -0.31314 1.54361 -0.01 0.22 0.19 0.321
H 0.31444 -1.59115 1.73736 0.19 -0.46 -0.18 0.327
H -0.24609 -0.02291 2.24476 -0.02 -0.20 0.48 0.402
H 1.30173 -1.17305 -1.05006 0.07 0.18 0.11 0.385
H -0.27133 -1.79949 -0.67536 0.00 -0.13 -0.24 0.461
H 0.12254 0.67475 -2.37948 -0.08 -0.09 -0.40 0.211
H -0.00741 -1.00269 -3.02175 0.00 0.07 -0.32 0.397
H -1.37633 -0.24785 -2.16520 -0.09 0.09 -0.14 0.235
H 1.44065 0.88806 1.57593 -0.13 0.27 0.05 0.471
H 2.17463 0.33347 0.15408 0.21 0.03 -0.54 0.353
H 0.75373 2.16907 -1.11727 0.35 0.08 -0.13 0.205
H 0.21125 2.69885 0.42641 0.03 -0.10 0.16 0.261
H 1.92138 2.85911 0.07209 0.13 0.00 -0.22 0.384


Record 4
22
Properties=species:S:1:pos:R:3:forces:R:3:mulliken_charge:R:1 method="wB97M-V/def2-TZVPD" homo_lumo_gap_ev=8.69 homo_ev=-7.8 smiles="C=C(C)N.CCC" spin_multiplicity=1
C -1.15663 0.56916 -0.80144 -1.89 -1.73 -1.51 0.809
C 1.63508 -0.90364 0.28685 -2.13 -1.23 -1.17 0.225
C -2.03784 1.16503 0.26830 0.70 0.19 0.30 -1.399
C -1.03468 -0.79131 -0.94867 -1.34 1.70 -0.22 -1.102
C 1.60831 0.57067 0.41020 -1.76 1.16 -0.53 -0.639
C 1.46120 -1.66661 1.59021 0.33 0.15 -0.05 -1.272
N -0.87406 1.40939 -1.89749 0.26 0.14 0.33 -0.515
H 2.49100 -1.26130 -0.28492 -0.07 -0.13 -0.04 0.404
H -1.07526 1.01497 -2.80556 0.15 -0.01 0.17 0.210
H -1.21126 2.35781 -1.82437 0.04 -0.12 0.09 0.215
H -3.01701 1.43811 -0.13613 0.13 -0.09 -0.13 0.395
H -1.57874 2.07479 0.66486 -0.11 0.03 0.14 0.348
H -2.18656 0.46385 1.08931 0.07 0.05 -0.02 0.344
H -1.58840 -1.44591 -0.29293 0.27 -0.01 0.35 0.323
H -0.82079 -1.20611 -1.92422 0.48 -0.01 0.01 0.300
H 0.58095 -1.12200 -0.33763 2.99 0.03 1.09 -0.187
H 0.48741 0.86397 0.23240 1.92 -0.06 0.93 -0.095
H 2.09750 1.08452 -0.41451 0.28 -0.05 -0.03 0.267
H 1.98863 0.96323 1.35252 -0.17 0.06 0.09 0.381
H 0.52491 -1.38864 2.06715 -0.16 0.08 0.13 0.275
H 2.27138 -1.44979 2.29265 -0.02 -0.06 0.04 0.377
H 1.43486 -2.74021 1.41342 0.03 -0.09 0.03 0.335


| no. | molar mass (g/mol) |
| --- | --- |
| 1 | 101.2 |
| 2 | 101.2 |
| 3 | 101.2 |
| 4 | 101.2 |